(1)
This record from OMol25 describes C24H30BN4O2Rh as an isolated structure in a non-equilibrium geometry. The level of theory is the ωB97M-V functional and the def2-TZVPD basis.

The value obtained for the HOMO energy (spin up / spin down) is -11.19 / -15.35 eV. The total energy comes out at -1436.7912 hartree. The charge is +2. As for the spin multiplicity: 5. The frontier orbital gap (spin up / spin down) comes out at 0.2042 / 0.2658 hartree.

Each line ends with the Mulliken spin population.
Cartesian coordinates (Å):
Rh -0.128 -0.645 0.402  2.913
C -1.151 -3.183 1.810  -0.001
N 0.022 -2.719 0.998  0.130
C 1.310 -2.934 1.720  -0.010
C 2.193 -1.633 1.759  0.102
C 3.473 -1.700 2.423  -0.012
C 4.158 -0.469 2.654  0.032
C 3.478 0.719 2.372  0.005
C 2.290 0.673 1.641  0.040
N 1.571 -0.454 1.447  0.003
C -0.059 -3.351 -0.364  0.015
C -1.188 -2.633 -1.126  0.069
C -1.971 -3.214 -2.143  -0.021
C -3.004 -2.454 -2.680  0.065
C -3.304 -1.161 -2.276  0.002
C -2.412 -0.584 -1.397  0.111
N -1.454 -1.349 -0.795  -0.039
C -1.838 -1.995 2.397  0.015
C -3.023 -2.106 3.207  -0.002
C -3.775 -0.983 3.481  0.013
C -3.236 0.273 3.177  0.011
C -2.034 0.310 2.494  0.045
N -1.346 -0.732 2.131  0.131
H -1.849 -3.678 1.052  0.000
H -0.708 -3.893 2.498  -0.006
H 1.094 -3.231 2.803  0.002
H 1.892 -3.790 1.320  0.003
H 3.964 -2.674 2.494  0.000
H 5.109 -0.504 3.163  0.002
H 3.747 1.653 2.786  -0.001
H 1.820 1.613 1.184  0.005
H 0.926 -3.201 -0.925  0.018
H -0.205 -4.460 -0.312  0.004
H -1.782 -4.189 -2.520  0.000
H -3.711 -3.003 -3.311  0.003
H -4.112 -0.557 -2.653  -0.001
H -2.598 0.403 -0.961  -0.008
H -3.158 -3.157 3.608  0.002
H -4.746 -1.100 3.973  0.000
H -3.735 1.182 3.300  0.000
H -1.558 1.288 2.314  0.014
C 2.864 2.875 -2.475  -0.004
C 1.436 2.383 -2.288  -0.010
C 0.908 2.005 -3.655  0.008
O 1.523 0.933 -1.648  -0.094
B 0.474 0.994 -0.775  0.432
O -0.083 2.181 -0.509  -0.102
C 0.491 3.222 -1.385  0.103
C -0.680 3.892 -2.137  -0.001
C 1.159 4.314 -0.549  0.003
H 3.424 2.247 -3.229  0.001
H 3.468 2.947 -1.531  0.000
H 2.855 3.878 -2.933  0.002
H 1.593 1.358 -4.256  0.003
H 0.672 2.902 -4.281  0.003
H -0.083 1.543 -3.588  -0.006
H -1.311 3.047 -2.401  0.004
H -0.409 4.529 -3.025  0.000
H -1.305 4.490 -1.463  0.000
H 2.085 4.052 -0.047  0.000
H 0.546 4.664 0.292  0.001
H 1.409 5.169 -1.261  0.002

Atomic forces in eV per Å
Rh -0.537 1.975 2.162
C 0.226 0.275 -1.962
N 0.973 -2.014 -0.568
C 0.531 0.298 0.840
C 0.271 -0.499 2.059
C -0.735 1.335 -2.394
C -1.673 -1.422 0.362
C -0.886 -1.042 -0.550
C -0.688 1.124 0.019
N 4.715 -1.006 1.188
C 0.846 0.125 -0.491
C -0.967 -0.442 -1.306
C 0.578 1.388 0.693
C -1.068 -1.343 -0.138
C 1.243 0.596 0.126
C -0.594 -1.193 0.800
N -2.453 -1.500 -2.361
C -1.538 1.842 1.904
C 2.507 -1.971 -0.967
C -0.153 0.404 0.630
C 0.242 -1.859 -1.004
C -0.287 2.426 1.155
N -0.498 -3.124 -0.455
H 0.665 0.383 1.426
H -0.825 -0.276 0.436
H 0.233 0.608 -1.415
H -0.313 0.510 -0.067
H -0.195 0.382 0.409
H 0.102 0.235 -0.030
H 0.871 0.920 -0.137
H 0.698 -1.316 1.085
H -1.191 -0.008 0.805
H -0.119 0.859 -0.016
H 0.073 -0.721 -0.046
H 0.375 0.445 -0.188
H -0.255 -0.230 -0.176
H 0.459 -0.169 -0.297
H -0.711 1.504 -0.631
H 0.427 0.204 -0.061
H -0.845 1.132 0.576
H -0.301 -0.464 -0.138
C 1.073 0.074 0.074
C 1.476 -1.617 -1.263
C -1.040 0.808 -1.444
O -1.165 1.767 0.708
B 2.218 1.095 -1.581
O -0.768 0.527 0.292
C 0.012 0.883 0.099
C -0.137 -0.466 -0.181
C 0.690 0.792 -0.406
H -0.694 0.415 1.038
H -0.649 -0.164 -0.831
H -0.151 -0.209 0.272
H -0.516 0.496 0.856
H 0.579 -0.459 0.471
H 0.238 -0.333 0.110
H -0.263 0.199 -0.710
H -0.084 -0.854 0.967
H 0.459 0.032 0.057
H 0.331 -0.441 -0.257
H -0.390 0.021 -0.667
H -0.423 -0.938 1.122

(2)
This record from OMol25 describes a 8-piece molecular cluster, C24H30F6O24 overall in a non-equilibrium geometry. The level of theory is the ωB97M-V functional and the def2-TZVPD basis.

The value obtained for the HOMO energy (spin up / spin down) is -12.34 / -12.34 eV. The total energy comes out at -3337.0326 hartree. The charge is +1. As for the spin multiplicity: 2. The frontier orbital gap (spin up / spin down) comes out at 0.3041 / 0.0703 hartree.

Each line ends with the Mulliken spin population.
Cartesian coordinates (Å):
C -1.175 -7.115 -2.014  0.011
C 0.005 -6.267 -1.721  0.005
O 0.959 -7.151 -1.108  0.076
C 0.253 -8.214 -0.664  -0.040
O 0.619 -8.960 0.198  0.882
O -0.989 -8.214 -1.080  0.042
F -0.220 -5.280 -0.895  0.004
H -1.309 -7.496 -3.026  0.000
H -2.120 -6.646 -1.740  0.002
H 0.387 -5.786 -2.621  0.011
C -1.248 -2.261 -3.560  0.000
C -0.397 -1.184 -4.323  0.000
O 0.896 -1.672 -4.190  0.000
C 0.838 -2.913 -3.716  0.000
O 1.735 -3.776 -3.577  0.006
O -0.343 -3.295 -3.416  0.000
F -0.453 -0.028 -3.687  0.000
H -2.174 -2.599 -4.024  0.000
H -1.516 -1.962 -2.546  0.000
H -0.773 -1.042 -5.336  0.000
C -2.010 6.994 0.097  0.000
C -0.683 7.102 0.904  0.000
O -0.380 5.732 1.118  0.000
C -1.038 4.978 0.247  0.000
O -0.892 3.696 0.179  0.000
O -1.994 5.741 -0.397  0.000
F -0.789 7.775 2.066  0.000
H -2.193 7.798 -0.616  0.000
H -2.805 7.080 0.838  0.000
H 0.038 7.672 0.319  0.000
C 3.108 -2.266 4.211  0.000
C 2.262 -1.047 3.867  0.000
O 3.317 -0.179 3.445  0.000
C 4.384 -0.387 4.249  0.000
O 5.361 0.318 4.450  0.000
O 4.224 -1.616 4.827  0.000
F 1.702 -0.461 4.882  0.000
H 3.249 -2.565 3.172  0.000
H 2.755 -3.054 4.876  0.000
H 1.609 -0.920 3.004  0.000
C 1.598 4.281 -2.457  0.000
C 1.501 2.999 -3.106  0.000
O 1.983 3.192 -4.422  0.000
C 2.130 4.533 -4.614  0.000
O 2.328 5.088 -5.681  0.000
O 1.944 5.162 -3.469  0.000
F 0.296 2.471 -3.060  0.000
H 2.258 4.327 -1.591  0.000
H 0.613 4.520 -2.057  0.000
H 2.105 2.327 -2.497  0.000
C 0.463 -0.206 -0.507  0.000
C 0.008 0.132 0.944  0.000
O -0.371 -1.235 1.378  0.000
C 0.184 -2.168 0.655  0.000
O 0.323 -3.353 0.903  0.000
O 0.906 -1.515 -0.316  0.000
F -1.071 0.820 0.744  0.000
H 1.182 0.547 -0.832  0.000
H -0.368 -0.144 -1.209  0.000
H 0.679 0.668 1.615  0.000
C 3.729 3.606 3.047  0.000
O 2.488 4.298 3.068  0.000
C 1.346 3.722 3.310  0.000
O 1.231 2.492 3.239  0.000
O 0.619 4.727 3.757  0.000
C -0.734 4.438 3.998  0.000
H 3.647 2.806 2.311  0.000
H 3.935 3.199 4.038  0.000
H 4.566 4.263 2.811  0.000
H -0.955 3.743 4.808  0.000
H -1.377 4.150 3.167  0.000
H -1.269 5.339 4.299  0.000
C -3.384 -1.751 1.263  0.000
O -3.625 -2.048 -0.113  0.000
C -3.936 -3.403 -0.392  0.000
O -4.149 -4.262 0.415  0.000
O -4.261 -3.463 -1.668  0.000
C -4.635 -4.683 -2.214  0.000
H -4.332 -1.625 1.787  0.000
H -2.719 -0.903 1.427  0.000
H -2.886 -2.624 1.686  0.000
H -5.338 -5.240 -1.595  0.000
H -3.750 -5.295 -2.386  0.000
H -5.104 -4.461 -3.173  0.000

Atomic forces in eV per Å
C -1.285 -0.231 0.132
C 0.325 1.263 -1.899
O 0.129 -2.356 0.726
C -2.888 5.949 -4.031
O 1.964 -3.010 2.880
O 0.846 -1.567 0.608
F -0.608 0.571 1.358
H 0.599 -0.145 0.086
H 0.159 0.115 0.253
H 0.921 -0.439 -0.205
C -0.925 1.325 0.257
C -2.114 -1.112 0.575
O 0.872 -0.373 -0.598
C 5.136 -4.162 0.268
O -1.567 3.394 -0.705
O -2.434 -1.547 0.495
F -0.130 1.455 0.574
H 0.278 0.074 -0.402
H -0.079 0.643 -0.054
H 0.727 -0.002 -0.274
C -0.024 2.616 2.712
C -0.812 0.980 -1.316
O 0.920 0.625 -0.040
C -1.008 -5.417 -0.005
O -0.690 6.674 -0.249
O 1.204 -3.846 -1.291
F -0.360 -0.553 0.267
H 0.445 -0.389 -0.369
H -0.294 0.033 0.145
H 0.702 -0.677 0.072
C -0.851 0.842 -0.446
C 1.017 0.688 -1.502
O 0.957 1.020 0.008
C 2.332 0.405 0.848
O -2.782 -1.416 -0.846
O 0.335 -0.218 -0.481
F -1.535 0.739 2.408
H 1.069 -1.037 0.182
H -0.217 0.325 -0.232
H -0.329 -1.339 0.088
C -1.196 1.934 1.747
C 2.628 -2.088 0.433
O -0.329 -0.408 0.449
C 0.022 1.240 -3.205
O -0.179 -1.634 2.475
O 0.421 1.858 0.179
F -2.202 -0.438 -0.691
H 0.450 -0.021 -0.370
H -0.177 0.265 -0.092
H 0.562 -0.664 -0.857
C 0.143 0.911 1.748
C 0.383 -1.810 -2.685
O -1.005 1.514 1.984
C 3.007 -0.888 -0.167
O -1.055 2.265 -0.633
O 0.785 -1.958 -1.692
F -2.587 1.590 0.993
H 0.657 -0.739 -0.093
H -0.241 -0.092 0.299
H 0.070 -0.472 0.352
C -0.271 -1.082 -0.019
O 2.023 1.977 -0.659
C 2.304 -2.529 0.453
O -1.527 2.119 0.143
O -2.023 -0.786 -0.148
C -2.502 0.433 0.731
H 0.335 -0.137 0.148
H -0.123 -0.241 -0.060
H -0.572 0.357 -0.205
H 0.734 -0.301 -0.029
H 0.863 -0.517 -0.656
H 0.728 0.472 0.209
C 0.017 -1.103 0.825
O 0.163 -2.038 -1.154
C -1.476 2.689 1.524
O 0.977 -0.168 0.015
O 0.869 1.431 -0.509
C -0.450 -1.050 -0.475
H 0.006 0.147 -0.075
H -0.421 0.018 -0.700
H -0.005 0.083 0.305
H 0.060 0.134 0.138
H 0.041 -0.151 -0.063
H 0.088 -0.023 0.088

Question: Among the records above, which one has the lowest spin multiplicity?
Answer: C24H30F6O24

Question: Which of these has the highest spin multiplicity?
Answer: C24H30BN4O2Rh

Question: Number 1 is which compound?
Answer: C24H30BN4O2Rh

Question: Which value of spin multiplicity does entry 1 give?
Answer: 5